1.
9
Properties=species:S:1:pos:R:3:forces:R:3 method="wB97M-V/def2-TZVPD" largest_force_ha_per_bohr=0.09045 lumo_energy_ha="-0.078 / -0.069" mol_weight_g_mol=293.87 e_tot_ev=-19374.44850 de_lowest_kj_mol=146.86 homo_lumo_gap_ev="6.7 / 7.2" charge=0
C -0.9630 -0.5052 -1.0113 -3.3 -0.1 -1.1
C -0.1698 -0.7080 -0.0330 3.8 -0.2 2.6
C 0.3729 0.4711 0.6335 0.3 2.0 1.1
I 2.4846 1.7679 -0.7726 -1.5 -0.9 0.8
I 1.1917 0.1057 2.5456 -0.1 0.1 -0.5
H -1.5579 -1.3708 -1.2710 -0.1 0.3 -1.1
H -1.2551 0.5273 -1.1320 -0.3 -0.1 -1.0
H 0.2004 -1.6869 0.3070 -0.3 0.5 -0.2
H -0.3040 1.3990 0.7339 1.4 -1.5 -0.7

2.
21
Properties=species:S:1:pos:R:3:forces:R:3 method="wB97M-V/def2-TZVPD" largest_force_ha_per_bohr=0.09472 smiles="CC1=N[C@@]12ON=c1ccccc1=[N+]2[O-]" lumo_energy_ha="-0.045 / -0.036" mol_weight_g_mol=189.17 e_tot_ev=-18004.87300 de_lowest_kj_mol=457.52 homo_lumo_gap_ev="6.9 / 7.0" charge=0
C 2.8844 -0.3606 -0.0175 -2.8 0.0 -0.4
C -3.5216 -0.2287 -0.0410 -1.7 1.9 -0.4
C -3.1520 1.0405 -0.6761 0.9 -1.1 1.8
C -2.6784 -1.1392 0.4535 0.4 -1.1 0.2
C -1.8164 1.2618 -0.7334 -1.0 -1.0 0.3
C -1.2373 -0.9122 0.3201 -1.4 0.7 0.0
C -0.8517 0.3641 -0.2393 0.2 -1.0 -0.5
C 1.3518 -0.5362 -0.0395 4.8 -0.1 -0.6
C 4.1417 0.1929 0.5879 0.3 -0.4 0.6
N 2.4473 -0.9345 -1.0630 -0.7 0.4 1.2
N -0.4475 -1.7980 0.8038 -0.7 -1.2 0.5
N 0.4644 0.5297 -0.4209 1.5 1.5 0.5
O 1.0798 1.6194 -0.7377 -1.3 -1.1 -0.1
O 0.8722 -1.5511 0.7645 0.6 0.3 0.0
H -4.5976 -0.2597 0.0203 -0.2 -1.0 0.4
H -3.8779 1.8502 -0.8548 0.4 -0.9 -0.5
H -3.0208 -2.0823 0.9513 0.4 1.1 -0.6
H -1.5167 1.9945 -1.3579 1.5 2.8 -1.3
H 4.9249 0.2957 -0.1777 -0.5 0.4 0.0
H 4.6595 -0.4739 1.3274 -1.0 0.2 -0.4
H 3.8919 1.1277 1.1302 0.3 -0.4 -0.6

3.
16
Properties=species:S:1:pos:R:3:forces:R:3 method="wB97M-V/def2-TZVPD" largest_force_ha_per_bohr=0.04214 smiles=Cc1cc[nH]c1C lumo_energy_ha="0.016 / 0.016" mol_weight_g_mol=95.14 e_tot_ev=-7854.21075 de_lowest_kj_mol=381.01 homo_lumo_gap_ev="7.9 / 7.9" charge=0
C -1.0000 1.3780 -0.2832 -0.6 -0.1 0.6
C -0.1142 0.6236 0.6870 -0.1 -0.1 0.0
C 0.1040 -0.7436 0.4654 -0.2 0.0 0.0
C -0.9542 -1.8103 0.4404 0.0 -0.1 0.1
C 1.3952 -0.8259 -0.0897 -0.2 -0.2 0.0
C 1.9633 0.4562 -0.1786 -0.1 -0.5 0.7
N 1.0987 1.2316 0.6016 0.0 0.2 -0.4
H -1.9307 0.8692 -0.5034 -0.2 0.1 0.1
H -0.3407 1.3083 -1.1659 -0.5 0.2 -0.3
H -1.1608 2.4351 -0.0702 -0.1 -0.1 0.1
H -0.5556 -2.7610 0.0734 0.0 0.2 0.1
H -1.7970 -1.5410 -0.2134 0.2 0.1 0.1
H -1.3703 -1.9835 1.4362 0.0 0.0 -0.1
H 1.8122 -1.7162 -0.5470 -0.1 0.1 -0.1
H 1.7127 0.8421 -1.1769 2.1 0.3 -0.6
H 1.1374 2.2374 0.5244 -0.1 -0.1 -0.2